{"formula": "C38H79AsF6O20PS8", "method": "ωB97M-V/def2-TZVPD", "e_tot_ev": -254753.38340, "homo_energy_ev": [1.0006, -5.9860], "lumo_energy_ev": [3.20, 3.20], "s2": 0.752, "largest_force_ev_per_a": 3.9, "charge": -2, "spin_multiplicity": 2, "symbols": ["As", "F", "F", "F", "F", "F", "F", "C", "C", "C", "S", "O", "O", "C", "H", "H", "H", "H", "H", "H", "H", "H", "C", "C", "C", "S", "O", "O", "C", "H", "H", "H", "H", "H", "H", "H", "H", "C", "C", "C", "S", "O", "O", "C", "H", "H", "H", "H", "H", "H", "H", "H", "C", "C", "C", "S", "O", "O", "C", "H", "H", "H", "H", "H", "H", "H", "H", "C", "C", "C", "S", "O", "O", "C", "H", "H", "H", "H", "H", "H", "H", "H", "C", "C", "C", "S", "O", "O", "C", "H", "H", "H", "H", "H", "H", "H", "H", "C", "C", "C", "S", "O", "O", "C", "H", "H", "H", "H", "H", "H", "H", "H", "C", "C", "C", "S", "O", "O", "C", "H", "H", "H", "H", "H", "H", "H", "H", "C", "C", "O", "P", "O", "O", "C", "C", "O", "C", "C", "H", "H", "H", "H", "H", "H", "H", "H", "H", "H", "H", "H", "H", "H", "H"], "xyz": [[-1.1219, 0.4346, -0.2336], [-2.4263, -0.7833, 0.1504], [-2.3649, 1.6033, -0.7443], [0.2054, 1.5804, -0.7223], [0.1667, -0.7348, 0.1676], [-1.1603, -0.2017, -1.9179], [-1.2640, 1.0782, 1.4303], [-2.0441, 2.6092, -4.2409], [-0.7084, 2.4443, -4.9872], [-0.8563, 2.9296, -6.4308], [-2.5038, 2.2124, -6.9543], [-2.3847, 0.8589, -7.5111], [-3.1694, 3.2456, -7.7291], [-3.1657, 2.1685, -5.1890], [-2.0491, 3.5763, -3.7381], [-2.0281, 1.9543, -3.3697], [-0.3994, 1.4004, -4.9341], [0.0073, 3.0058, -4.3868], [0.0047, 2.6534, -7.0394], [-1.0549, 4.0013, -6.4244], [-3.6632, 1.2093, -5.0455], [-3.9920, 2.8793, -5.1866], [3.0211, 1.3231, -3.1895], [2.0919, 0.1048, -3.1097], [2.6046, -0.7776, -2.0513], [4.4760, -0.6211, -2.1123], [4.9742, -1.6625, -2.9701], [5.0343, -0.3208, -0.7678], [4.4967, 0.9051, -3.1255], [2.6228, 1.9105, -2.3622], [2.8323, 1.9609, -4.0531], [2.1105, -0.3931, -4.0792], [1.0859, 0.4234, -2.8370], [2.4186, -1.8412, -2.2003], [2.2979, -0.3783, -1.0845], [4.8390, 0.5304, -4.0901], [5.2860, 1.6119, -2.8691], [3.6976, -0.7700, 3.2799], [2.9184, -1.5425, 2.2247], [3.6686, -2.9080, 2.0035], [4.0967, -3.4081, 3.7387], [5.4149, -3.9811, 3.7832], [2.9753, -4.1508, 4.2286], [4.0473, -1.6396, 4.4508], [3.0827, 0.0256, 3.7005], [4.5082, -0.2148, 2.8078], [2.6944, -0.9899, 1.3123], [1.9595, -1.7099, 2.7151], [4.5974, -2.7271, 1.4624], [3.1090, -3.6780, 1.4725], [5.0562, -1.3256, 4.7186], [3.3681, -1.4947, 5.2910], [-5.0201, -0.0347, -1.7520], [-5.5347, -1.5165, -1.9480], [-6.0473, -1.6985, -3.4210], [-6.9084, -0.0408, -3.8624], [-8.3779, -0.2231, -3.7368], [-6.3893, 0.5682, -5.0773], [-6.1223, 0.8704, -2.4176], [-3.9968, -0.0487, -2.1271], [-4.8632, 0.1377, -0.6872], [-6.3582, -1.7949, -1.2905], [-4.7651, -2.2439, -1.6895], [-6.6870, -2.5245, -3.7318], [-5.2020, -1.7951, -4.1024], [-6.8033, 1.2875, -1.6757], [-5.6022, 1.7362, -2.8276], [1.1257, -4.0828, -0.4858], [1.4723, -5.0926, -1.6080], [0.3330, -6.1709, -1.6510], [-1.2381, -5.1497, -1.2320], [-1.7915, -5.7523, -0.0754], [-1.9994, -4.8574, -2.4538], [-0.3298, -3.6598, -0.6979], [1.6773, -3.1478, -0.3875], [1.1822, -4.5653, 0.4900], [2.4437, -5.5871, -1.6028], [1.4657, -4.3855, -2.4375], [0.3296, -6.9689, -0.9085], [0.0561, -6.6018, -2.6132], [-0.7985, -3.2785, 0.2093], [-0.4198, -2.9150, -1.4887], [-0.1534, -1.1120, -5.8446], [-0.2058, -1.8958, -7.2210], [-1.3824, -2.9014, -7.0976], [-1.4680, -3.3529, -5.3494], [-0.9598, -4.7251, -5.2730], [-2.7939, -2.9959, -4.8070], [-0.2383, -2.1123, -4.7353], [-0.9922, -0.4196, -5.7737], [0.7857, -0.5704, -5.7311], [0.7564, -2.3943, -7.3380], [-0.5054, -1.1628, -7.9701], [-1.5585, -3.8319, -7.6373], [-2.2881, -2.3376, -7.3208], [0.6872, -2.6881, -4.7414], [-0.3795, -1.8699, -3.6821], [-1.3868, -3.1202, 2.8902], [-0.7745, -2.8477, 4.2370], [-1.9153, -2.6402, 5.3953], [-3.4017, -3.3968, 4.5973], [-4.5678, -2.6114, 4.9252], [-3.4125, -4.8738, 4.5823], [-2.8739, -2.9231, 2.8989], [-1.3066, -4.1635, 2.5851], [-0.9382, -2.5033, 2.1116], [-0.1201, -1.9761, 4.2511], [-0.1218, -3.6809, 4.4977], [-2.1360, -1.5801, 5.5200], [-1.8053, -3.1673, 6.3430], [-3.1236, -1.8621, 2.9007], [-3.4590, -3.5292, 2.2072], [-0.7272, 4.8966, 1.7052], [0.6539, 4.2901, 1.5761], [1.3222, 4.8088, 0.3065], [-0.0240, 5.1239, -0.9466], [-0.0240, 4.0456, -1.9762], [0.0291, 6.5805, -1.3379], [-1.3828, 4.8635, 0.3442], [-0.6109, 5.8851, 2.1495], [-1.2858, 4.3663, 2.4766], [0.5543, 3.2116, 1.4532], [1.2886, 4.4876, 2.4400], [2.0722, 4.0994, -0.0434], [1.8204, 5.7665, 0.4566], [-1.6329, 3.8187, 0.1599], [-2.3880, 5.2187, 0.1174], [-0.1876, 5.5922, 6.1160], [1.2030, 5.1737, 5.7406], [1.6489, 4.1787, 6.5507], [3.0016, 3.4249, 6.0940], [4.0615, 4.2419, 5.5537], [2.5145, 2.2552, 5.0625], [1.4249, 1.3532, 5.4173], [0.5736, 1.1104, 4.2490], [3.2783, 2.5671, 7.4417], [4.5529, 2.2557, 7.9332], [5.1690, 1.1984, 7.0204], [-0.6182, 6.2294, 5.3435], [-0.8333, 4.7318, 6.2918], [-0.1346, 6.0524, 7.1027], [1.1010, 4.8487, 4.7052], [1.8338, 6.0622, 5.7155], [2.0101, 0.4953, 5.7486], [0.9942, 1.7273, 6.3460], [1.0133, 1.2545, 3.2621], [-0.1076, 0.2595, 4.2600], [-0.0548, 1.9765, 4.4567], [5.1613, 3.1581, 7.9919], [4.5199, 1.9584, 8.9814], [4.5976, 0.2746, 6.9307], [5.2485, 1.5688, 5.9983], [6.1583, 0.9837, 7.4244]], "forces_ev_per_angstrom": [[-0.91, -0.03, -0.47], [-0.72, -0.86, 0.37], [-1.27, 1.40, -0.53], [1.16, 0.94, -0.21], [1.77, -1.79, 0.76], [0.24, -0.69, -1.80], [0.19, 0.80, 2.00], [0.48, -1.33, 0.20], [0.02, 0.05, 0.60], [-0.67, -0.61, 0.87], [0.80, 0.14, 0.86], [0.01, 1.19, 0.56], [-0.02, -0.56, 0.09], [-0.56, 1.01, -0.79], [-0.72, 0.40, -0.77], [0.04, -0.31, 0.01], [0.01, 0.00, -0.21], [0.32, 0.11, -0.38], [-0.42, -0.03, -0.35], [0.14, 0.02, -0.28], [0.60, -0.27, 0.14], [0.02, 0.13, -0.28], [-0.48, 0.86, 0.40], [0.21, 0.47, -1.68], [1.81, -0.39, 1.09], [-0.91, 2.02, 1.50], [0.62, -0.79, 0.19], [-0.64, -0.97, -1.97], [-0.33, -0.70, -0.27], [0.86, 0.41, 0.45], [-0.03, -0.25, -0.24], [-0.25, -0.23, -0.05], [-0.15, -0.02, -0.21], [-0.15, 0.09, 0.28], [-0.09, -0.41, 0.20], [-0.33, -0.15, -0.21], [-0.47, 0.11, 0.78], [-0.79, 1.44, -0.76], [-0.22, -1.12, 0.47], [0.01, 1.46, 0.74], [-0.44, 1.58, -1.36], [0.24, 0.10, 0.30], [-0.49, -0.37, 0.70], [1.36, -0.79, -0.68], [-0.23, 0.15, -0.35], [0.55, -0.46, 0.22], [0.29, -0.06, 0.02], [-0.36, -0.49, -0.37], [0.13, 0.01, 0.11], [-0.09, -0.04, 0.51], [0.08, -0.67, 0.52], [-0.07, -0.66, -0.13], [-1.40, -2.02, -0.32], [-0.75, -0.12, -0.57], [0.66, 1.39, -0.26], [-0.22, -1.11, 1.53], [2.17, 0.48, 0.00], [-0.23, -0.42, 0.43], [1.55, 0.17, 0.09], [-0.20, 0.74, -0.63], [-0.35, 0.28, -0.05], [-0.21, 0.45, 0.22], [0.26, 0.12, -0.40], [-0.43, 0.17, 0.72], [0.23, 0.43, -0.04], [-0.45, -0.59, -0.20], [-0.27, 0.02, -0.48], [-0.71, -0.74, 1.03], [-0.70, 0.18, 0.09], [-1.47, 1.82, -0.30], [2.36, 1.29, -2.59], [-1.42, -0.96, 1.42], [0.69, -0.67, 1.82], [-0.24, -0.35, -0.41], [0.48, -0.22, -0.47], [0.07, -0.13, 0.21], [0.09, 0.27, 0.41], [-0.18, -0.78, -0.93], [0.48, 0.30, 0.19], [0.50, 0.16, -0.18], [-0.04, 0.00, -0.28], [-0.12, 0.05, 0.06], [-0.44, 0.00, -0.44], [-0.69, -0.05, 1.17], [-0.73, 0.96, 0.59], [-1.22, 0.05, 0.97], [-0.30, 1.16, 0.19], [1.74, -0.67, -0.85], [0.37, -2.18, -0.19], [0.07, 0.05, -0.23], [-0.12, 0.19, -0.30], [-0.03, 0.14, -0.51], [0.68, -0.21, -0.32], [1.10, 0.00, -0.21], [-0.12, 0.20, 0.36], [0.22, -0.26, -0.07], [-0.74, 0.60, -0.24], [-0.56, -0.69, -1.33], [-0.25, -0.12, 2.47], [0.33, -1.18, -1.88], [0.91, -0.31, -2.65], [-0.32, -0.48, 0.76], [0.08, 1.74, 1.13], [-0.74, 0.79, 1.71], [0.75, -0.12, 0.16], [0.00, 0.09, 0.02], [-0.23, 0.14, -0.12], [-0.09, -0.01, 0.24], [-0.17, -0.18, 0.10], [0.46, 0.16, -0.09], [-0.25, 0.01, -0.55], [0.14, 0.26, -0.05], [0.02, 0.95, 0.83], [0.18, -0.62, -0.67], [-0.02, 0.31, -0.27], [-0.11, 0.43, -0.29], [-0.16, 2.65, 1.70], [-0.07, -2.96, 0.57], [0.20, -1.77, -1.17], [-0.13, 0.52, -0.39], [-0.30, -0.37, -0.35], [-0.06, -0.15, 0.13], [-0.03, 0.02, 0.04], [-0.34, -0.03, -0.45], [-0.21, 0.16, -0.08], [0.52, -0.67, -0.10], [0.48, 1.34, 0.11], [-0.23, -0.25, 1.14], [-1.55, 1.89, -2.54], [1.85, -1.99, 1.41], [-1.70, -2.88, 0.41], [0.77, 0.60, -0.18], [0.30, 2.16, 0.50], [3.25, -1.36, 1.60], [-1.79, 1.66, -0.03], [-1.49, 1.24, -0.38], [0.97, -0.23, -0.59], [0.44, 0.26, 0.38], [0.01, 0.13, 0.27], [-0.02, -0.18, -0.44], [-0.25, 0.58, -0.09], [0.47, -0.34, -0.27], [0.41, -0.12, 0.24], [-0.22, -0.60, 0.06], [-0.76, 0.03, -0.35], [0.23, -0.27, 0.24], [0.40, -0.12, 0.18], [-0.95, 0.14, -1.32], [0.21, 0.12, -0.51], [-0.67, -0.44, -0.09], [-0.16, 0.04, 0.47], [0.23, 0.24, 0.06], [0.15, -0.26, -0.29]], "lowdin_spin": [0.170, 0.099, 0.095, 0.106, 0.110, 0.090, 0.114, 0.004, 0.001, 0.000, 0.001, 0.000, 0.000, 0.001, 0.001, 0.004, 0.001, 0.000, 0.000, 0.000, 0.000, 0.000, 0.004, 0.004, 0.006, 0.002, 0.000, 0.001, 0.001, 0.003, 0.000, 0.000, 0.004, 0.001, 0.005, 0.000, 0.000, 0.001, 0.004, 0.001, 0.000, 0.000, 0.000, 0.000, 0.000, 0.000, 0.004, 0.002, 0.000, 0.000, 0.000, 0.000, 0.006, 0.002, 0.000, 0.001, 0.000, 0.000, 0.002, 0.003, 0.004, 0.000, 0.002, 0.000, 0.000, 0.001, 0.001, 0.003, 0.000, 0.000, 0.002, 0.000, 0.001, 0.004, 0.002, 0.000, 0.000, 0.000, 0.000, 0.000, 0.003, 0.003, 0.001, 0.000, 0.000, 0.001, 0.000, 0.001, 0.003, 0.000, 0.000, 0.000, 0.000, 0.000, 0.000, 0.000, 0.003, 0.004, 0.001, 0.001, 0.004, 0.001, 0.000, 0.004, 0.000, 0.004, 0.001, 0.000, 0.001, 0.000, 0.004, 0.001, 0.006, 0.006, 0.005, 0.003, 0.005, 0.001, 0.008, 0.000, 0.004, 0.005, 0.000, 0.003, 0.000, 0.005, 0.003, 0.001, 0.000, 0.000, 0.000, 0.000, 0.001, 0.001, 0.008, 0.000, 0.000, 0.000, 0.000, 0.001, 0.000, 0.000, 0.000, 0.000, 0.000, 0.004, 0.003, 0.003, 0.000, 0.000, 0.000, 0.000, 0.000]}